Below is C16H40O6Zr as an isolated structure at a distorted geometry, with properties calculated with wB97M-V/def2-TZVPD.

Properties
- Multiplicity: 1
- Kohn-Sham gap: 8.7 eV

Each line ends with the Mulliken charge.
Element x y z (Å)
Zr 5.283588 18.503120 -17.338012  2.550
C 8.607567 17.073416 -14.867927  -1.174
C 8.642620 17.656274 -16.305462  0.440
C 9.150123 16.645436 -17.328873  -1.230
O 7.388763 18.170950 -16.690121  -1.027
H 9.489254 16.465159 -14.666065  0.404
H 7.778351 16.378029 -14.737719  0.162
H 8.452067 17.830395 -14.099236  0.295
H 9.324889 18.500048 -16.408649  0.208
H 8.627283 15.694760 -17.224175  0.210
H 10.208548 16.395386 -17.255941  0.465
H 9.041047 17.023907 -18.345216  0.236
C 1.024834 19.768263 -17.334281  -1.424
C 1.759013 18.521758 -17.899873  0.453
C 1.182132 18.149837 -19.283849  -1.225
O 3.170774 18.584892 -17.867904  -0.392
H -0.010097 19.509114 -17.110994  0.453
H 0.919842 20.593736 -18.038329  0.291
H 1.474095 20.071169 -16.388489  0.299
H 1.503905 17.683546 -17.251477  0.188
H 1.451767 17.126293 -19.544138  0.190
H 1.438137 18.819823 -20.104626  0.253
H 0.096329 18.206935 -19.207227  0.424
C 5.897893 22.354671 -14.976573  -1.426
C 4.737476 21.635021 -15.653539  0.459
C 4.171420 22.558142 -16.749950  -1.127
O 5.126529 20.366711 -16.176203  -0.850
H 6.691794 22.624529 -15.672991  0.308
H 6.327982 21.793700 -14.146851  0.339
H 5.530766 23.292732 -14.560207  0.415
H 3.923278 21.443996 -14.954476  0.218
H 4.792784 22.739711 -17.626893  0.227
H 3.811683 23.491127 -16.316112  0.459
H 3.246889 22.137227 -17.145140  0.117
C 4.111082 15.303216 -20.241969  -1.267
C 5.486069 15.629862 -19.592850  0.334
C 6.563804 15.790747 -20.702785  -1.256
O 5.509502 16.742817 -18.706539  -0.191
H 3.316292 15.202633 -19.502847  0.260
H 4.130542 14.383236 -20.826237  0.438
H 3.787328 16.134746 -20.867928  0.251
H 5.838458 14.735121 -19.079674  0.201
H 6.399550 16.699870 -21.281245  0.206
H 6.662741 14.962902 -21.404919  0.412
H 7.582027 15.812923 -20.314387  0.242
C 4.762563 14.904202 -15.481915  -1.330
C 3.975408 16.220712 -15.760067  0.279
O 4.903315 17.291507 -15.612407  -0.508
H 4.999185 14.809027 -14.422176  0.479
H 5.720491 14.827437 -15.996298  0.229
H 4.129959 14.054783 -15.739587  0.383
H 3.124293 16.301172 -15.083870  0.373
H 3.535934 16.206244 -16.757440  -0.106
H 5.215691 17.160082 -14.714215  0.295
C 4.436325 20.863674 -20.559690  -1.128
C 5.333856 19.679395 -20.322024  0.161
O 5.862074 19.767147 -19.020417  -0.407
H 4.061655 20.867170 -21.583270  0.383
H 4.953140 21.783416 -20.285724  0.419
H 3.579505 20.843791 -19.886214  0.132
H 6.164261 19.654399 -21.027639  0.399
H 4.786434 18.748057 -20.467074  -0.095
H 6.400333 20.561362 -18.987021  0.226

Forces on atoms 1 to 6 (eV/Å):
Zr 0.770 0.313 -0.121
C -0.101 0.064 -0.517
C -0.622 0.179 -0.387
C -0.002 -0.552 -0.129
O -2.583 0.354 -0.551
H 0.262 0.294 0.129